1.
{"formula": "C18H18N2O3S", "method": "ωB97M-V with the def2-TZVPD basis set", "elements": ["C", "O", "C", "C", "C", "C", "C", "N", "C", "O", "C", "C", "C", "C", "C", "C", "N", "C", "O", "C", "C", "S", "C", "C", "H", "H", "H", "H", "H", "H", "H", "H", "H", "H", "H", "H", "H", "H", "H", "H", "H", "H"], "xyz": [[7.485, -1.829, -0.290], [6.320, -1.586, -1.040], [5.394, -0.720, -0.544], [5.490, -0.058, 0.674], [4.478, 0.799, 1.076], [3.368, 1.023, 0.279], [2.258, 1.943, 0.713], [0.982, 1.259, 0.708], [-0.016, 1.586, -0.143], [0.029, 2.557, -0.874], [-1.206, 0.684, -0.096], [-1.119, -0.683, 0.162], [-2.262, -1.457, 0.165], [-3.503, -0.889, -0.089], [-3.598, 0.475, -0.388], [-2.443, 1.244, -0.387], [-4.810, 1.056, -0.751], [-6.065, 0.582, -0.523], [-7.038, 1.112, -1.005], [-6.144, -0.602, 0.427], [-7.542, -1.189, 0.479], [-4.948, -1.893, -0.091], [3.278, 0.357, -0.941], [4.272, -0.503, -1.348], [7.252, -2.279, 0.681], [8.073, -2.530, -0.879], [8.063, -0.912, -0.136], [6.342, -0.200, 1.320], [4.567, 1.306, 2.026], [2.459, 2.340, 1.714], [2.153, 2.778, 0.014], [0.898, 0.438, 1.286], [-0.163, -1.156, 0.331], [-2.208, -2.518, 0.356], [-2.490, 2.295, -0.629], [-4.756, 1.919, -1.278], [-5.821, -0.269, 1.421], [-7.830, -1.552, -0.504], [-7.581, -2.013, 1.188], [-8.247, -0.418, 0.780], [2.418, 0.525, -1.573], [4.211, -1.021, -2.292]], "atomic_forces_ev_per_a": [[0.180, -0.037, 0.127], [-0.291, 0.087, -0.147], [-0.102, 0.096, 0.056], [0.347, -0.271, -0.116], [-0.257, 0.114, -0.155], [0.064, 0.063, 0.220], [0.067, 0.153, -0.106], [0.157, -0.131, 0.222], [-0.032, -0.059, 0.211], [-0.071, 0.180, -0.202], [-0.388, -0.159, -0.208], [0.070, 0.142, -0.014], [-0.139, 0.118, 0.012], [-0.185, -0.023, 0.020], [0.391, -0.315, 0.148], [0.130, -0.042, 0.073], [0.269, 0.445, -0.302], [-0.104, -0.203, 0.209], [-0.201, 0.067, -0.035], [0.210, -0.252, 0.047], [0.148, 0.051, -0.034], [-0.230, 0.271, -0.045], [0.135, -0.032, 0.051], [0.131, -0.074, -0.001], [0.008, 0.034, -0.032], [-0.005, 0.051, 0.081], [-0.030, -0.032, 0.008], [0.090, -0.049, 0.028], [-0.009, 0.050, 0.101], [0.016, 0.023, -0.138], [0.021, -0.061, 0.201], [-0.113, 0.061, -0.070], [0.106, -0.035, 0.016], [0.044, -0.118, 0.067], [0.012, 0.128, -0.024], [-0.142, -0.146, 0.056], [-0.064, 0.044, -0.105], [-0.076, -0.013, -0.049], [-0.008, -0.050, 0.062], [-0.040, -0.011, -0.010], [-0.101, -0.003, -0.100], [-0.007, -0.061, -0.125]], "lowdin_charge": [-0.09, -0.08, -0.28, -0.02, -0.04, -0.22, -0.13, 0.07, -0.46, 0.07, -0.13, -0.03, -0.09, -0.47, -0.23, 0.05, 0.14, -0.50, 0.09, -0.52, -0.12, 1.02, -0.03, 0.00, 0.09, 0.09, 0.10, 0.10, 0.11, 0.12, 0.13, 0.14, 0.11, 0.11, 0.13, 0.16, 0.13, 0.08, 0.08, 0.09, 0.12, 0.12], "homo_energy_ha": -0.3112, "e_above_lowest_ev": 0.306, "total_charge": 0, "multiplicity": 1, "smiles": "COc1ccc(CNC(=O)c2ccc3c(c2)NC(=O)[C@@H](C)S3)cc1", "energy_ha": -1430.1874}

2.
{"formula": "C18H18N4O4S3Tl", "method": "ωB97M-V with the def2-TZVPD basis set", "elements": ["Tl", "C", "C", "N", "C", "C", "S", "C", "C", "S", "C", "N", "C", "H", "H", "H", "H", "H", "H", "H", "H", "N", "C", "O", "C", "C", "H", "H", "H", "H", "H", "H", "O", "S", "O", "N", "C", "O", "C", "C", "C", "C", "C", "C", "H", "H", "H", "H"], "xyz": [[0.311, 0.049, 1.246], [3.515, -1.937, 1.799], [3.586, -0.833, 0.807], [2.617, 0.000, 0.546], [2.914, 0.868, -0.480], [4.155, 0.690, -1.003], [4.960, -0.578, -0.186], [1.880, 1.779, -0.961], [2.045, 2.833, -1.801], [0.526, 3.490, -2.228], [-0.270, 2.348, -1.219], [0.562, 1.533, -0.627], [-1.752, 2.306, -1.094], [2.967, -1.632, 2.690], [4.508, -2.278, 2.082], [2.984, -2.767, 1.327], [4.628, 1.218, -1.815], [2.960, 3.238, -2.201], [-2.219, 2.793, -1.948], [-2.085, 2.816, -0.189], [-2.083, 1.272, -1.033], [-3.903, -0.379, 2.387], [-2.636, -0.017, 2.155], [-2.182, 0.036, 1.010], [-1.797, 0.313, 3.381], [-0.528, 1.071, 3.047], [-4.473, -0.668, 1.608], [-4.264, -0.495, 3.317], [-1.557, -0.642, 3.852], [-2.412, 0.896, 4.071], [0.196, 1.060, 3.855], [-0.724, 2.093, 2.732], [-0.034, -1.980, -2.400], [0.642, -2.584, -1.297], [2.078, -2.654, -1.338], [0.194, -1.855, 0.131], [-0.272, -2.729, 1.047], [-0.510, -2.392, 2.214], [-0.442, -4.090, 0.486], [-0.971, -5.197, 1.124], [-1.098, -6.374, 0.397], [-0.707, -6.433, -0.936], [-0.160, -5.324, -1.573], [-0.032, -4.168, -0.838], [-1.276, -5.131, 2.160], [-1.509, -7.254, 0.872], [-0.832, -7.353, -1.491], [0.153, -5.370, -2.608]], "atomic_forces_ev_per_a": [[-0.184, 0.350, 0.374], [-0.133, -0.076, -0.114], [0.318, 0.112, -0.129], [-0.299, 0.188, 0.117], [0.291, -0.202, -0.132], [0.040, 0.010, 0.127], [-0.242, 0.024, 0.074], [-0.089, 0.268, -0.195], [-0.053, -0.003, -0.054], [-0.063, -0.222, 0.261], [0.136, 0.231, -0.294], [0.136, -0.162, 0.191], [-0.057, -0.014, 0.041], [0.025, 0.025, -0.006], [-0.015, -0.005, 0.044], [0.014, -0.060, 0.063], [-0.058, -0.010, -0.016], [0.005, -0.053, 0.017], [-0.015, -0.012, 0.002], [0.053, 0.009, 0.008], [-0.033, 0.003, -0.036], [-0.025, -0.033, -0.105], [-0.030, 0.009, 0.142], [-0.090, -0.003, -0.002], [0.057, -0.011, -0.143], [0.257, -0.449, -0.647], [0.004, -0.015, 0.007], [0.041, 0.052, 0.021], [-0.029, 0.011, 0.062], [-0.006, -0.048, 0.061], [0.025, -0.032, -0.022], [0.070, -0.001, -0.029], [-0.164, -0.005, -0.030], [0.213, 0.079, 0.139], [0.004, -0.032, -0.004], [-0.013, -0.021, 0.083], [-0.089, -0.089, 0.511], [0.020, -0.039, -0.413], [-0.075, -0.204, -0.107], [0.026, 0.047, 0.005], [0.001, -0.018, 0.049], [0.003, 0.048, -0.010], [0.131, 0.013, -0.226], [-0.087, 0.355, 0.313], [-0.018, -0.003, -0.005], [-0.012, 0.003, -0.019], [0.023, -0.008, 0.012], [-0.012, -0.007, 0.013]], "lowdin_charge": [1.19, -0.05, -0.62, -0.01, -0.32, -0.30, 1.15, -0.31, -0.31, 1.14, -0.59, 0.01, -0.05, 0.09, 0.09, 0.09, 0.09, 0.09, 0.09, 0.10, 0.08, 0.20, -0.52, -0.04, -0.20, -0.19, 0.13, 0.12, 0.12, 0.13, 0.05, 0.06, -0.27, 0.67, -0.28, -0.14, -0.53, 0.01, -0.13, 0.01, -0.05, -0.04, -0.02, -0.20, 0.13, 0.11, 0.12, 0.13], "homo_energy_ha": -0.4255, "total_charge": 1, "multiplicity": 1, "energy_ha": -2583.6052}

3.
{"formula": "C18H18NO", "method": "ωB97M-V with the def2-TZVPD basis set", "elements": ["C", "O", "C", "C", "C", "C", "C", "C", "C", "N", "C", "C", "C", "C", "C", "C", "C", "C", "C", "C", "H", "H", "H", "H", "H", "H", "H", "H", "H", "H", "H", "H", "H", "H", "H", "H", "H", "H"], "xyz": [[3.447, 0.007, 2.425], [2.138, 0.144, 3.035], [1.230, -0.910, 2.656], [-0.140, -0.207, 2.476], [-1.167, -1.133, 2.406], [-2.463, -0.706, 2.137], [-2.712, 0.652, 1.929], [-1.690, 1.593, 2.078], [-0.393, 1.188, 2.414], [1.399, -2.013, 3.816], [1.920, -3.190, 3.410], [2.119, -4.259, 4.271], [1.845, -4.266, 5.628], [2.091, -5.514, 6.431], [1.331, -3.036, 6.124], [0.939, -2.862, 7.478], [0.426, -1.669, 7.954], [0.285, -0.620, 7.053], [0.663, -0.750, 5.728], [1.164, -1.937, 5.205], [3.935, 0.990, 2.381], [4.053, -0.690, 3.064], [3.339, -0.379, 1.381], [1.523, -1.415, 1.643], [-0.896, -2.166, 2.641], [-3.240, -1.466, 2.049], [-3.717, 0.940, 1.621], [-1.919, 2.642, 1.894], [0.371, 1.938, 2.662], [2.155, -3.310, 2.365], [2.502, -5.182, 3.869], [1.829, -5.403, 7.478], [1.528, -6.379, 6.070], [3.134, -5.842, 6.415], [1.023, -3.676, 8.189], [0.141, -1.545, 8.994], [-0.129, 0.319, 7.394], [0.569, 0.072, 5.032]], "atomic_forces_ev_per_a": [[0.052, -0.681, 0.331], [-0.163, -1.396, -1.490], [1.411, 2.631, 0.733], [0.291, -0.837, 1.046], [-0.310, 0.386, 0.033], [0.076, -0.307, -0.076], [0.007, -0.478, -0.191], [0.035, -0.308, -0.006], [0.200, -0.693, 0.000], [0.485, -1.578, -0.649], [-0.581, 0.501, 0.507], [0.315, -0.698, 0.128], [-0.052, 0.395, -0.613], [-0.075, -0.100, 0.409], [-0.071, -0.030, -0.252], [-0.157, 0.488, 0.453], [0.346, -0.874, -0.419], [0.135, 0.473, -0.697], [-0.331, 0.714, 0.005], [-0.611, 0.514, 0.087], [-0.333, -0.314, 0.192], [-0.307, 0.561, -0.775], [0.203, 0.236, 0.794], [-0.338, 0.503, 2.153], [-0.513, 0.140, -0.419], [0.001, 0.415, 0.050], [0.300, 0.150, 0.190], [0.163, -0.197, 0.263], [-0.214, -0.548, -0.461], [-0.044, 0.131, -0.153], [0.141, -0.013, -0.396], [-0.030, 0.112, 0.016], [-0.134, 0.286, -0.260], [0.025, 0.350, -0.222], [0.150, -0.031, -0.298], [0.029, -0.130, -0.167], [0.048, 0.066, -0.071], [-0.148, 0.160, 0.221]], "lowdin_charge": [-0.05, -0.17, -0.17, -0.18, -0.05, -0.06, -0.07, -0.06, -0.01, 0.09, 0.00, 0.01, -0.15, 0.00, -0.08, 0.01, -0.04, -0.03, 0.02, -0.09, 0.10, 0.10, 0.10, 0.18, 0.12, 0.11, 0.11, 0.11, 0.12, 0.14, 0.13, 0.07, 0.11, 0.11, 0.11, 0.12, 0.12, 0.11], "homo_energy_ha": -0.4514, "e_above_lowest_ev": 0.000, "total_charge": 1, "multiplicity": 1, "smiles": "CO[C@H](c1ccccc1)[n+]1ccc(C)c2ccccc21", "energy_ha": -826.4429}